Below is a molecular structure, C23H23Cl3MoN2O7SeSi, with properties calculated with wB97M-V/def2-TZVPD.

Element x y z (Å)
Mo -1.631 0.158 0.512
C -1.238 2.132 5.584
O -1.784 1.722 4.321
C -1.017 1.667 3.255
O -1.466 1.093 2.261
N 0.199 2.240 3.297
N 0.993 2.228 2.132
H -1.932 1.762 6.330
H -1.193 3.221 5.637
H -0.253 1.692 5.734
H 0.283 3.036 3.914
H 1.928 2.500 2.405
H 0.585 2.898 1.473
O 0.745 0.142 0.111
C 1.096 0.244 -1.279
C -0.183 -0.149 -2.065
O -0.206 -0.232 -3.258
O -1.214 -0.391 -1.271
C 2.154 -0.799 -1.608
C 2.208 -1.974 -0.865
C 3.117 -2.966 -1.201
C 3.970 -2.795 -2.281
C 3.906 -1.629 -3.031
C 2.998 -0.636 -2.700
C 1.521 1.675 -1.559
C 2.731 2.114 -1.020
C 3.117 3.439 -1.137
C 2.299 4.342 -1.804
C 1.102 3.909 -2.352
C 0.710 2.582 -2.229
H 1.294 0.725 0.657
H 1.535 -2.111 -0.028
H 3.151 -3.878 -0.619
H 4.678 -3.571 -2.543
H 4.561 -1.494 -3.882
H 2.940 0.266 -3.296
H 3.383 1.403 -0.523
H 4.062 3.765 -0.721
H 2.600 5.377 -1.903
H 0.462 4.607 -2.877
H -0.229 2.261 -2.659
Se -1.317 -1.950 1.804
C -1.840 -3.422 0.697
C -2.500 -3.273 -0.518
C -2.837 -4.393 -1.264
C -2.519 -5.664 -0.809
C -1.861 -5.813 0.404
C -1.524 -4.698 1.156
H -2.749 -2.292 -0.899
H -3.350 -4.264 -2.208
H -2.783 -6.534 -1.396
H -1.610 -6.800 0.771
H -1.013 -4.818 2.104
Cl -4.907 1.805 1.299
Si -4.142 0.093 0.413
Cl -4.796 0.079 -1.535
Cl -5.100 -1.478 1.346
O -1.079 3.622 0.880
C -1.793 3.233 -0.038
O -1.972 2.022 -0.438
H -2.293 3.974 -0.682

Calculated values
HOMO-LUMO gap (alpha / beta) = 0.2312 / 0.2734 hartree
multiplicity = 3
HOMO (alpha / beta) = -0.286 / -0.297 Eh
<S²> = 2.035
charge = 0

Löwdin population analysis, charges in e, atoms 1 to 5:
1 Mo 1.2912
2 C -0.0179
3 O 0.0372
4 C -0.5127
5 O -0.1817

Below is a molecular structure, C23H23CoN9O7, with properties calculated with wB97M-V/def2-TZVPD.

Element x y z (Å)
Co 0.363 0.439 0.062
O -3.634 -0.288 2.626
C -2.681 -0.138 1.700
O -2.644 0.760 0.907
C -1.698 -1.271 1.715
C -1.913 -2.393 2.493
C -1.027 -3.462 2.406
C 0.030 -3.374 1.527
C 0.188 -2.210 0.794
N -0.641 -1.167 0.887
C 1.326 -2.065 -0.189
O 2.068 -2.980 -0.424
O 1.350 -0.886 -0.753
H -4.250 0.457 2.539
H -2.775 -2.427 3.141
H -1.179 -4.347 3.008
H 0.755 -4.163 1.388
N -2.224 -0.817 -1.670
C -1.691 0.288 -2.185
N -2.273 0.800 -3.263
C -1.685 1.861 -3.804
N -2.250 2.425 -4.868
N -0.527 2.416 -3.360
C -0.045 1.856 -2.289
N -0.577 0.820 -1.616
C 1.254 2.317 -1.761
C 2.027 3.287 -2.363
C 3.286 3.540 -1.836
C 3.729 2.794 -0.757
C 2.889 1.843 -0.202
N 1.667 1.643 -0.683
H -3.057 -1.183 -2.094
H -1.848 -1.227 -0.836
H -3.096 2.038 -5.246
H -1.809 3.214 -5.306
H 1.642 3.803 -3.229
H 3.921 4.294 -2.279
H 4.717 2.935 -0.342
H 3.188 1.225 0.630
C 4.138 1.726 3.445
C 3.322 1.053 4.539
C 1.821 0.921 4.213
C 1.122 0.153 5.357
C -0.376 -0.023 5.158
C 1.213 2.320 4.182
O 1.294 3.087 5.102
N 0.500 2.686 3.035
C 0.411 1.894 1.942
O -0.249 2.197 0.918
N 1.043 0.716 1.857
C 1.672 0.114 2.920
O 2.105 -1.013 2.832
H 5.166 1.876 3.774
H 3.735 2.707 3.180
H 4.179 1.104 2.548
H 3.394 1.616 5.470
H 3.702 0.048 4.725
H 1.320 0.702 6.278
H 1.614 -0.817 5.432
H -0.889 0.936 5.045
H -0.821 -0.525 6.016
H -0.586 -0.634 4.279
H 0.027 3.581 3.033

Calculated values
HOMO-LUMO gap = 0.3352 hartree
HOMO = -0.464 Eh
charge = +1

Löwdin population analysis, charges in e, atoms 1 to 5:
1 Co 0.6623
2 O 0.1348
3 C -0.4638
4 O 0.1293
5 C -0.1626

Below is 3 unconnected molecules or ions with the total composition C23H23F17N2O4, with properties calculated with wB97M-V/def2-TZVPD.

Element x y z (Å)
C -0.005 -1.992 0.389
C 0.094 -2.715 -0.944
N -1.182 -2.948 -1.651
C -2.180 -1.935 -1.618
C -3.374 -2.199 -1.065
C -4.374 -1.303 -1.022
C -5.664 -1.661 -0.418
C -6.878 -1.258 -1.242
C -7.991 -2.245 -1.129
F -6.544 -1.167 -2.568
C -4.183 -0.078 -1.542
C -3.011 0.209 -2.101
C -2.026 -0.706 -2.150
C -0.883 -0.105 -2.873
O 0.163 -0.586 -3.267
N -1.256 1.218 -3.137
C -2.566 1.457 -2.756
O -3.219 2.459 -2.976
H -0.918 -2.194 0.918
H 0.162 -0.936 0.302
H 0.812 -2.359 0.978
H 0.826 -2.250 -1.576
H 0.492 -3.689 -0.719
H -1.032 -3.236 -2.603
H -3.540 -3.161 -0.632
H -5.719 -2.723 -0.256
H -5.764 -1.201 0.552
H -7.244 -0.300 -0.905
H -8.568 -2.100 -0.234
H -7.624 -3.251 -1.218
H -8.652 -2.070 -1.957
H -4.972 0.648 -1.523
H -0.558 1.935 -3.057
C 0.727 3.185 2.166
C 0.223 1.909 2.874
C -0.477 2.035 4.232
F 0.325 2.558 5.172
F -0.839 0.796 4.637
F 1.214 1.004 2.950
F -0.730 1.390 2.056
O 2.100 3.500 2.253
C 2.626 4.203 3.289
C 3.589 3.325 4.077
F 2.969 2.210 4.497
F 4.017 4.005 5.165
F 1.681 4.749 4.076
F 3.351 5.225 2.782
H 0.591 2.977 1.108
H 0.090 4.041 2.386
H -1.378 2.649 4.140
H 4.447 3.039 3.470
C 3.651 0.147 -1.703
C 3.447 0.405 -0.197
C 4.599 1.091 0.568
F 5.716 0.352 0.498
F 4.371 1.254 1.908
F 3.072 -0.734 0.408
F 2.380 1.257 -0.128
O 4.032 -1.146 -2.152
C 5.323 -1.589 -2.265
C 5.608 -2.780 -1.342
F 5.360 -2.475 -0.057
F 6.910 -3.117 -1.462
F 6.225 -0.602 -2.110
F 5.471 -2.060 -3.522
H 2.650 0.260 -2.119
H 4.258 0.927 -2.162
H 4.797 2.079 0.142
H 4.983 -3.627 -1.632

Calculated values
HOMO-LUMO gap = 0.3235 hartree
HOMO = -0.336 Eh
charge = 0

Löwdin population analysis, charges in e, atoms 1 to 5:
1 C -0.0684
2 C -0.2434
3 N 0.0236
4 C -0.2125
5 C 0.0446

Below is a molecular structure, C23H23IrN5O5, with properties calculated with wB97M-V/def2-TZVPD.

Element x y z (Å)
Ir -0.365 -0.002 -0.206
O -0.321 3.665 1.602
C -0.227 2.429 1.270
O -1.053 1.820 0.558
C 0.855 1.633 1.917
C 1.550 1.971 3.067
C 2.120 0.938 3.808
C 1.820 -0.383 3.474
C 1.113 -0.625 2.307
N 0.788 0.373 1.480
C 0.279 -1.816 1.963
O 0.376 -2.966 2.538
O -0.626 -1.646 1.126
H -1.126 4.110 1.271
H 1.591 2.999 3.405
H 2.689 1.156 4.703
H 2.091 -1.181 4.155
H 1.083 -3.059 3.199
N -3.043 0.453 -3.264
C -3.812 -0.483 -2.613
C -3.090 -0.904 -1.537
N -1.890 -0.233 -1.547
C -1.895 0.588 -2.594
C -0.721 1.429 -2.690
N 0.146 1.290 -1.688
C 1.197 2.146 -1.923
C 0.945 2.809 -3.086
N -0.262 2.343 -3.551
H -3.335 0.961 -4.089
H -4.796 -0.755 -2.959
H -3.365 -1.602 -0.764
H 2.049 2.224 -1.269
H 1.512 3.556 -3.615
H -0.709 2.656 -4.403
C 2.904 -6.759 -4.662
C 2.240 -5.720 -3.820
C 1.003 -5.924 -3.220
C 0.335 -4.934 -2.405
C -0.966 -5.387 -1.860
C 0.949 -3.677 -2.202
C 0.241 -2.682 -1.424
O 0.633 -1.514 -1.233
C 2.234 -3.459 -2.773
C 3.029 -2.223 -2.594
C 2.829 -4.484 -3.583
H 2.294 -7.653 -4.759
H 3.865 -7.039 -4.224
H 3.108 -6.363 -5.659
H 0.492 -6.870 -3.363
H -1.615 -5.674 -2.697
H -1.502 -4.693 -1.224
H -0.806 -6.319 -1.305
H -0.706 -2.984 -0.978
H 4.078 -2.398 -2.824
H 2.925 -1.792 -1.602
H 2.664 -1.470 -3.306
H 3.798 -4.267 -4.020

Calculated values
HOMO-LUMO gap (alpha / beta) = 0.2684 / 0.1895 hartree
multiplicity = 2
HOMO (alpha / beta) = -0.726 / -0.726 Eh
<S²> = 0.772
charge = +4

Löwdin population analysis, charges in e, atoms 1 to 5:
1 Ir 1.5353
2 O 0.2669
3 C -0.3904
4 O -0.0110
5 C -0.1234

Below is a molecular structure, C23H23MoN7S2, with properties calculated with wB97M-V/def2-TZVPD.

Element x y z (Å)
Mo 0.168 -0.351 -0.233
S -4.343 5.620 0.751
N -3.417 4.836 1.802
C -2.816 3.864 1.128
C -1.879 2.912 1.674
C -1.448 2.880 3.012
C -0.512 1.938 3.401
C -0.007 1.046 2.470
N -0.445 1.031 1.189
C -1.359 1.967 0.796
C -1.717 1.923 -0.590
N -1.125 0.932 -1.333
C -1.480 0.840 -2.631
C -2.361 1.723 -3.237
C -2.934 2.739 -2.496
C -2.620 2.839 -1.133
C -3.171 3.830 -0.238
N -4.037 4.776 -0.579
H -1.844 3.604 3.716
H -0.150 1.895 4.420
H 0.752 0.324 2.745
H -1.085 0.024 -3.216
H -2.593 1.594 -4.286
H -3.625 3.446 -2.942
N 1.076 -0.817 -2.123
C 1.320 -2.145 -1.567
C 0.590 -3.308 -2.216
C -0.937 -3.251 -2.112
C -1.459 -3.144 -0.684
N -1.580 -1.697 -0.232
H 0.531 -0.846 -2.982
H 1.936 -0.297 -2.298
H 0.925 -2.117 -0.471
H 2.383 -2.304 -1.387
H 0.958 -4.216 -1.732
H 0.918 -3.371 -3.257
H -1.326 -4.171 -2.549
H -1.367 -2.455 -2.732
H -0.814 -3.661 0.029
H -2.452 -3.584 -0.596
H -1.973 -1.704 0.715
H -2.315 -1.269 -0.799
S 4.520 1.160 0.486
C 2.988 1.222 -0.187
N 2.132 0.287 0.227
C 2.749 -0.565 1.158
C 2.140 -1.640 1.814
C 2.907 -2.401 2.676
C 4.260 -2.087 2.893
C 4.865 -1.015 2.270
C 4.086 -0.252 1.392
H 2.715 1.998 -0.891
H 1.069 -1.877 1.721
H 2.468 -3.237 3.205
H 4.836 -2.695 3.579
H 5.902 -0.773 2.463

Calculated values
HOMO-LUMO gap (alpha / beta) = 0.1806 / 0.1914 hartree
multiplicity = 3
HOMO (alpha / beta) = -0.741 / -0.742 Eh
<S²> = 2.023
charge = +4

Löwdin population analysis, charges in e, atoms 1 to 5:
1 Mo 1.7538
2 S 1.2190
3 N -0.1607
4 C -0.2922
5 C -0.0315

Below is a single C23H23N3O4 molecule, with properties calculated with wB97M-V/def2-TZVPD.

Element x y z (Å)
O 0.394 -3.769 -0.257
C -0.366 -2.908 0.098
O -1.014 -2.970 1.256
H -1.612 -2.204 1.360
C -0.676 -1.676 -0.704
N -1.603 -0.941 -0.176
N -2.000 0.190 -0.727
C -1.439 0.751 -1.867
O -1.815 1.839 -2.264
C -0.412 -0.074 -2.499
C 0.176 0.368 -3.685
C 1.113 -0.414 -4.321
C 1.470 -1.651 -3.784
C 0.910 -2.099 -2.609
C -0.034 -1.313 -1.940
H 1.184 -3.053 -2.190
H 2.197 -2.264 -4.297
H 1.568 -0.075 -5.240
H -0.133 1.323 -4.083
C -3.095 0.845 -0.036
H -3.962 0.178 -0.036
H -3.336 1.764 -0.571
C -2.716 1.070 1.436
O -3.179 0.343 2.294
N -1.860 2.071 1.707
C -1.149 2.901 0.762
H -1.604 2.871 -0.226
C 0.315 2.463 0.682
H 0.846 3.114 -0.014
C 0.968 2.513 2.065
C 0.132 1.690 3.047
C -1.318 2.174 3.049
H -1.932 1.561 3.709
H -1.373 3.219 3.370
H 0.542 1.771 4.054
H 0.147 0.639 2.752
C 2.434 2.041 2.018
C 2.601 0.672 1.421
C 2.480 -0.471 2.202
C 2.614 -1.730 1.641
C 2.888 -1.865 0.292
C 3.024 -0.733 -0.494
C 2.876 0.523 0.066
H 2.986 1.401 -0.555
H 3.252 -0.826 -1.546
H 2.995 -2.847 -0.141
H 2.507 -2.609 2.259
H 2.294 -0.376 3.262
H 2.830 2.047 3.036
H 3.006 2.760 1.428
H 0.969 3.555 2.409
H 0.368 1.443 0.296
H -1.200 3.935 1.125

Calculated values
HOMO-LUMO gap = 0.3178 hartree
HOMO = -0.333 Eh
charge = 0

Löwdin population analysis, charges in e, atoms 1 to 5:
1 O 0.1091
2 C -0.4719
3 O 0.1300
4 H 0.1058
5 C -0.0933

Below is a molecular structure, C23H23N3O5S, with properties calculated with wB97M-V/def2-TZVPD.

Element x y z (Å)
C 4.965 3.955 0.750
H 4.294 4.270 -0.036
O 5.755 2.903 0.169
C 5.022 1.588 0.002
C 5.839 0.410 -0.525
C 5.299 -0.779 -0.542
C 3.915 -1.107 -0.241
C 3.124 0.068 -0.129
C 3.540 1.364 0.112
O 2.799 2.314 0.569
C 1.323 2.292 0.723
H 0.815 3.133 0.882
H 0.975 1.564 -0.352
H 1.193 1.445 1.521
H 2.099 -0.223 0.010
C 3.418 -2.342 -0.504
N 2.289 -2.727 -0.403
N 1.736 -3.847 -0.593
C 0.583 -4.059 -0.489
O 0.131 -5.287 -0.428
C -0.505 -3.109 -0.080
C -0.536 -1.700 -0.304
C -1.325 -0.741 0.052
C -2.352 -1.138 1.118
C -2.352 -2.342 1.147
C -1.369 -3.427 0.911
H -1.495 -4.655 1.266
H -3.056 -2.655 2.075
N -3.263 -0.268 1.513
S -2.940 1.364 1.115
O -4.000 2.218 1.687
O -1.649 1.774 1.161
C -3.285 1.550 -0.693
C -4.441 0.727 -1.245
C -4.739 0.902 -2.570
C -3.851 1.940 -3.354
C -2.766 2.404 -3.038
C -2.503 2.305 -1.250
H -1.672 2.828 -1.055
H -2.280 3.127 -3.410
H -4.038 1.747 -4.283
H -5.702 0.532 -2.748
H -5.138 0.226 -0.536
C -4.318 -0.739 2.307
H -4.003 -0.920 3.162
H -4.684 0.244 2.455
H -4.829 -1.456 1.853
H -1.126 0.007 -0.334
H 0.340 -1.417 -1.302
H 2.277 -4.483 -0.905
H 4.226 -3.030 -1.004
H 6.063 -1.422 -0.958
H 7.043 0.894 -0.605
H 5.747 4.643 0.843
H 4.583 3.715 1.762

Calculated values
HOMO-LUMO gap = 0.2800 hartree
HOMO = -0.287 Eh
charge = 0

Löwdin population analysis, charges in e, atoms 1 to 5:
1 C -0.0873
2 H 0.0912
3 O -0.1428
4 C -0.0157
5 C -0.0499

Below is a molecular structure, C23H23N3RuS2, with properties calculated with wB97M-V/def2-TZVPD.

Element x y z (Å)
Ru 0.052 1.234 -0.899
C 0.506 0.636 2.148
N 1.107 1.414 1.000
C 2.552 0.822 0.843
C 2.441 -0.440 0.030
N 1.847 -0.146 -1.320
C 2.909 0.519 -2.201
C 1.162 -1.242 -1.995
C 1.394 -2.634 -1.743
C 0.805 -3.553 -2.534
C -0.175 -3.259 -3.491
C -0.396 -1.900 -3.847
C 0.229 -0.931 -3.016
S -0.376 0.714 -3.042
C 1.095 2.886 1.311
C 1.235 3.299 2.656
C 1.215 4.646 3.010
C 0.992 5.594 1.997
C 0.924 5.185 0.674
C 0.937 3.833 0.304
S 0.700 3.319 -1.329
H 1.019 0.863 3.091
H 0.570 -0.413 1.875
H -0.600 0.882 2.270
H 3.040 0.628 1.793
H 3.070 1.632 0.263
H 1.884 -1.273 0.454
H 3.451 -0.859 -0.227
H 3.703 -0.170 -2.387
H 3.235 1.439 -1.685
H 2.519 0.696 -3.139
H 1.991 -2.934 -0.921
H 1.002 -4.573 -2.328
H -0.771 -4.053 -3.890
H -1.119 -1.498 -4.601
H 1.412 2.535 3.444
H 1.181 4.925 4.059
H 0.929 6.654 2.219
H 0.968 5.915 -0.120
N -1.076 -0.043 -0.087
C -1.870 -0.819 0.303
C -2.901 -1.675 0.798
C -4.225 -1.210 0.851
C -5.304 -2.057 1.023
C -5.056 -3.401 1.253
C -3.743 -3.885 1.026
C -2.707 -3.014 0.931
H -4.445 -0.156 0.759
H -6.330 -1.595 1.020
H -5.739 -4.196 1.527
H -3.544 -4.933 0.971
H -1.697 -3.408 0.898

Calculated values
HOMO-LUMO gap (alpha / beta) = 0.2436 / 0.1520 hartree
multiplicity = 6
HOMO (alpha / beta) = -0.325 / -0.397 Eh
<S²> = 8.814
charge = +1

Löwdin population analysis, charges in e, atoms 1 to 5:
1 Ru 0.7771
2 C -0.0866
3 N -0.2485
4 C -0.1017
5 C -0.1721

Q: What is the charge in the first record?
A: 0

Please write out number 2 again, unchanged.
Below is a molecular structure, C23H23CoN9O7, with properties calculated with wB97M-V/def2-TZVPD.

Element x y z (Å)
Co 0.363 0.439 0.062
O -3.634 -0.288 2.626
C -2.681 -0.138 1.700
O -2.644 0.760 0.907
C -1.698 -1.271 1.715
C -1.913 -2.393 2.493
C -1.027 -3.462 2.406
C 0.030 -3.374 1.527
C 0.188 -2.210 0.794
N -0.641 -1.167 0.887
C 1.326 -2.065 -0.189
O 2.068 -2.980 -0.424
O 1.350 -0.886 -0.753
H -4.250 0.457 2.539
H -2.775 -2.427 3.141
H -1.179 -4.347 3.008
H 0.755 -4.163 1.388
N -2.224 -0.817 -1.670
C -1.691 0.288 -2.185
N -2.273 0.800 -3.263
C -1.685 1.861 -3.804
N -2.250 2.425 -4.868
N -0.527 2.416 -3.360
C -0.045 1.856 -2.289
N -0.577 0.820 -1.616
C 1.254 2.317 -1.761
C 2.027 3.287 -2.363
C 3.286 3.540 -1.836
C 3.729 2.794 -0.757
C 2.889 1.843 -0.202
N 1.667 1.643 -0.683
H -3.057 -1.183 -2.094
H -1.848 -1.227 -0.836
H -3.096 2.038 -5.246
H -1.809 3.214 -5.306
H 1.642 3.803 -3.229
H 3.921 4.294 -2.279
H 4.717 2.935 -0.342
H 3.188 1.225 0.630
C 4.138 1.726 3.445
C 3.322 1.053 4.539
C 1.821 0.921 4.213
C 1.122 0.153 5.357
C -0.376 -0.023 5.158
C 1.213 2.320 4.182
O 1.294 3.087 5.102
N 0.500 2.686 3.035
C 0.411 1.894 1.942
O -0.249 2.197 0.918
N 1.043 0.716 1.857
C 1.672 0.114 2.920
O 2.105 -1.013 2.832
H 5.166 1.876 3.774
H 3.735 2.707 3.180
H 4.179 1.104 2.548
H 3.394 1.616 5.470
H 3.702 0.048 4.725
H 1.320 0.702 6.278
H 1.614 -0.817 5.432
H -0.889 0.936 5.045
H -0.821 -0.525 6.016
H -0.586 -0.634 4.279
H 0.027 3.581 3.033

Calculated values
HOMO-LUMO gap = 0.3352 hartree
HOMO = -0.464 Eh
charge = +1

Löwdin population analysis, charges in e, atoms 1 to 5:
1 Co 0.6623
2 O 0.1348
3 C -0.4638
4 O 0.1293
5 C -0.1626